(1)
COPS2 | ωB97M-V with the def2-TZVPD basis set

Charge   -1
Energy above the lowest of the compared OMol25 structures with the same formula, charge and spin   0.6771 eV
DFT total energy   -34045.1115 eV
SMILES   [O-]C1=P(=S)S1
HOMO-LUMO gap   6.6 eV

```
5
COPS2 (ωB97M-V with the def2-TZVPD basis set)
C 0.9997 -0.2424 -0.0138
O 2.0147 -0.8520 0.1131
P -0.8793 -0.0999 -0.5595
S -2.7197 -0.2358 0.2933
S 0.5846 1.4301 0.1669
```

Want to see where the charge sits? The natural (NBO) charges in e are: atom 1 (C): 0.148, atom 2 (O): -0.591, atom 3 (P): 0.367, atom 4 (S): -0.716, atom 5 (S): -0.207

(2)
Ca3H14N3O16 | ωB97M-V with the def2-TZVPD basis set

Charge   +4
DFT total energy   -92727.3138 eV
Multiplicity   2
HOMO-LUMO gap (alpha / beta)   5.3 / 3.8 eV

```
36
Ca3H14N3O16 (ωB97M-V with the def2-TZVPD basis set)
Ca -11.4441 -6.9044 -12.1613
Ca -12.7633 -9.7723 -17.1567
Ca -13.9440 -2.8336 -15.0333
N -12.0873 -9.6009 -11.7654
O -11.5904 -8.9464 -10.9084
O -12.0729 -9.1837 -12.9042
O -12.4722 -10.7116 -11.4827
N -12.7529 -6.5720 -15.5570
O -13.0113 -7.5469 -16.2602
O -13.0924 -5.4671 -15.8724
O -12.2157 -6.7620 -14.4456
N -14.8918 -7.2440 -12.0163
O -15.0623 -8.2469 -11.4460
O -13.7882 -6.6332 -11.9768
O -15.7655 -6.7479 -12.6770
O -16.0338 -6.5176 -16.2733
H -16.4604 -5.9006 -16.8678
H -15.4128 -5.9834 -15.7782
O -13.4736 -5.4296 -18.5130
H -12.5548 -5.4331 -18.7814
H -13.4855 -5.9212 -17.6917
O -11.1284 -9.6548 -15.5163
H -10.3397 -10.1026 -15.2103
H -11.4132 -9.1314 -14.7672
O -10.9436 -8.2834 -18.0360
H -10.2751 -8.3682 -18.7159
H -10.9878 -7.3438 -17.8588
O -15.1582 -9.2724 -17.0228
H -15.2284 -8.4779 -16.4936
H -16.0438 -9.4182 -17.3554
O -14.9583 -3.5980 -17.0494
H -15.6629 -3.3313 -17.6399
H -14.3948 -4.1565 -17.5851
O -9.6413 -7.4673 -13.6913
H -9.5595 -7.1985 -14.6064
H -8.8393 -7.9582 -13.5128
```

Want to see where the charge sits? The natural (NBO) charges in e are: atom 1 (Ca): 1.849, atom 2 (Ca): 1.922, atom 3 (Ca): 1.960, atom 4 (N): 0.720, atom 5 (O): -0.575, atom 6 (O): -0.692, atom 7 (O): -0.341, atom 8 (N): 0.766, atom 9 (O): -0.571, atom 10 (O): -0.572, atom 11 (O): -0.571, atom 12 (N): 0.721, atom 13 (O): -0.041, atom 14 (O): -0.527, atom 15 (O): -0.138, atom 16 (O): -0.935, atom 17 (H): 0.498, atom 18 (H): 0.444, atom 19 (O): -0.942, atom 20 (H): 0.491, atom 21 (H): 0.470, atom 22 (O): -1.046, atom 23 (H): 0.533, atom 24 (H): 0.527, atom 25 (O): -1.004, atom 26 (H): 0.531, atom 27 (H): 0.490, atom 28 (O): -1.039, atom 29 (H): 0.514, atom 30 (H): 0.541, atom 31 (O): -1.092, atom 32 (H): 0.550, atom 33 (H): 0.537, atom 34 (O): -1.015, atom 35 (H): 0.505, atom 36 (H): 0.531

(3)
CaF8N4O16S8 | ωB97M-V with the def2-TZVPD basis set

Charge   -2
Energy above the lowest of the compared OMol25 structures with the same formula, charge and spin   0.0000 eV
DFT total energy   -165584.8512 eV
HOMO-LUMO gap   10.4 eV

```
37
CaF8N4O16S8 (ωB97M-V with the def2-TZVPD basis set)
Ca 7.3239 19.5376 -8.4983
N 6.0935 18.7410 -6.7867
S 6.3944 18.3098 -5.2721
O 6.3575 16.9165 -4.9974
O 5.9285 19.1899 -4.2552
F 7.9774 18.5855 -5.3849
S 4.4249 18.9620 -6.6383
O 4.0548 20.3169 -6.4958
O 3.7086 17.9354 -5.9688
F 4.1356 18.6304 -8.1595
N 5.8691 20.0982 -10.1283
S 4.8805 21.3928 -10.3425
O 4.0188 21.6221 -9.2455
O 4.3829 21.5692 -11.6627
F 5.9981 22.4965 -10.1791
S 5.3166 19.0186 -11.1272
O 6.0335 18.8199 -12.3368
O 3.9221 18.7572 -11.1141
F 5.8557 17.7750 -10.2392
N 8.2854 21.4094 -7.5959
S 9.3577 22.3837 -8.4423
O 10.6207 22.6602 -7.8653
O 8.7484 23.3587 -9.2719
F 9.6484 21.1829 -9.4786
S 8.0308 22.4029 -6.3832
O 7.3885 23.6306 -6.6814
O 9.0431 22.3534 -5.3872
F 6.8700 21.5664 -5.6952
N 8.5268 17.7664 -9.3939
S 9.3203 17.6428 -10.8621
O 8.5964 17.0492 -11.9270
O 10.7260 17.4309 -10.8234
F 9.1347 19.1925 -11.1831
S 8.6815 16.2268 -9.0326
O 9.9167 15.7879 -8.4720
O 7.9039 15.2816 -9.7589
F 7.7979 16.3530 -7.6798
```

Want to see where the charge sits? The natural (NBO) charges in e are: atom 1 (Ca): 1.803, atom 2 (N): -1.289, atom 3 (S): 2.484, atom 4 (O): -0.906, atom 5 (O): -0.906, atom 6 (F): -0.518, atom 7 (S): 2.469, atom 8 (O): -0.884, atom 9 (O): -0.899, atom 10 (F): -0.499, atom 11 (N): -1.328, atom 12 (S): 2.506, atom 13 (O): -0.895, atom 14 (O): -0.912, atom 15 (F): -0.489, atom 16 (S): 2.504, atom 17 (O): -0.893, atom 18 (O): -0.907, atom 19 (F): -0.533, atom 20 (N): -1.275, atom 21 (S): 2.443, atom 22 (O): -0.878, atom 23 (O): -0.884, atom 24 (F): -0.523, atom 25 (S): 2.476, atom 26 (O): -0.899, atom 27 (O): -0.913, atom 28 (F): -0.499, atom 29 (N): -1.240, atom 30 (S): 2.431, atom 31 (O): -0.878, atom 32 (O): -0.890, atom 33 (F): -0.509, atom 34 (S): 2.440, atom 35 (O): -0.899, atom 36 (O): -0.884, atom 37 (F): -0.527

(4)
CaH2N7O22 | ωB97M-V with the def2-TZVPD basis set

Charge   -5
Energy above the lowest of the compared OMol25 structures with the same formula, charge and spin   0.6793 eV
DFT total energy   -73913.7414 eV
HOMO-LUMO gap   5.4 eV

```
32
CaH2N7O22 (ωB97M-V with the def2-TZVPD basis set)
Ca 0.3742 -0.0846 -0.2632
N -1.3812 1.7209 -2.6974
O -0.2364 1.5922 -2.1621
O -1.5239 1.7705 -3.9511
O -2.3834 1.7145 -1.9753
N 3.4965 0.9022 1.3283
O 4.3977 0.1684 0.8326
O 3.7096 1.4127 2.4568
O 2.5008 1.2065 0.6401
N -0.0674 -0.4958 3.2965
O -0.4946 0.5546 3.7885
O -0.2495 -1.6011 3.8727
O 0.6217 -0.4502 2.2372
N -1.6539 -2.1460 -2.5524
O -1.5717 -3.2260 -3.1971
O -0.6191 -1.5042 -2.2108
O -2.7666 -1.6746 -2.2942
N -0.9615 3.3238 1.1644
O -0.9036 4.3012 0.3546
O -1.7048 3.4238 2.1565
O -0.2076 2.3385 1.0062
N -2.9944 0.0901 0.9330
O -1.8512 -0.2293 0.5154
O -3.1776 0.5594 2.0835
O -3.9994 -0.1364 0.2119
N 1.6245 -3.0684 0.2195
O 2.5870 -2.2816 0.3343
O 0.4856 -2.5708 0.0798
O 1.8005 -4.3130 0.2340
O 2.1333 -0.2908 -1.8871
H 2.9840 -0.7101 -1.7118
H 2.0322 -0.2964 -2.8431
```

Want to see where the charge sits? The natural (NBO) charges in e are: atom 1 (Ca): 1.828, atom 2 (N): 0.716, atom 3 (O): -0.616, atom 4 (O): -0.627, atom 5 (O): -0.452, atom 6 (N): 0.724, atom 7 (O): -0.602, atom 8 (O): -0.569, atom 9 (O): -0.531, atom 10 (N): 0.727, atom 11 (O): -0.492, atom 12 (O): -0.616, atom 13 (O): -0.596, atom 14 (N): 0.718, atom 15 (O): -0.630, atom 16 (O): -0.593, atom 17 (O): -0.477, atom 18 (N): 0.718, atom 19 (O): -0.636, atom 20 (O): -0.552, atom 21 (O): -0.515, atom 22 (N): 0.729, atom 23 (O): -0.606, atom 24 (O): -0.525, atom 25 (O): -0.568, atom 26 (N): 0.716, atom 27 (O): -0.551, atom 28 (O): -0.527, atom 29 (O): -0.610, atom 30 (O): -0.955, atom 31 (H): 0.494, atom 32 (H): 0.476

(5)
CaH4N5O17 | ωB97M-V with the def2-TZVPD basis set

Charge   -3
Energy above the lowest of the compared OMol25 structures with the same formula, charge and spin   6.3391 eV
DFT total energy   -60741.5407 eV
HOMO-LUMO gap   4.4 eV

```
27
CaH4N5O17 (ωB97M-V with the def2-TZVPD basis set)
Ca -0.3809 -0.0445 -0.5663
N -0.1575 4.6860 0.5749
O 0.5123 5.1041 1.5126
O -0.0133 3.5070 0.2934
O -0.8474 5.5071 -0.0183
N 2.4083 -0.2593 3.2162
O 1.7532 0.1067 4.1588
O 3.3108 -0.9945 3.4824
O 2.1047 0.0676 2.0421
N 1.0971 -4.4771 0.3227
O 2.2296 -4.7308 0.5894
O 0.3599 -5.4120 0.2149
O 0.7862 -3.2857 0.0615
N 3.0524 0.2739 -3.9729
O 2.8945 0.7327 -5.0811
O 4.2122 0.3284 -3.5716
O 2.1899 0.0921 -3.1673
N -2.2343 -0.5475 3.4374
O -2.4284 -0.0835 2.3553
O -2.3798 0.0356 4.4907
O -1.8234 -1.6635 3.4824
O -2.1097 1.8397 -2.8725
H -1.5811 2.6000 -3.1148
H -3.0088 2.0982 -3.0749
O -2.9347 -1.7546 -1.6465
H -3.6724 -1.3182 -2.0726
H -3.3393 -2.4080 -1.0759
```

Want to see where the charge sits? The natural (NBO) charges in e are: atom 1 (Ca): 1.934, atom 2 (N): 0.724, atom 3 (O): -0.540, atom 4 (O): -0.594, atom 5 (O): -0.578, atom 6 (N): 0.730, atom 7 (O): -0.532, atom 8 (O): -0.536, atom 9 (O): -0.647, atom 10 (N): 0.736, atom 11 (O): -0.513, atom 12 (O): -0.557, atom 13 (O): -0.655, atom 14 (N): 0.725, atom 15 (O): -0.568, atom 16 (O): -0.560, atom 17 (O): -0.589, atom 18 (N): 0.735, atom 19 (O): -0.639, atom 20 (O): -0.549, atom 21 (O): -0.532, atom 22 (O): -0.968, atom 23 (H): 0.496, atom 24 (H): 0.474, atom 25 (O): -0.965, atom 26 (H): 0.472, atom 27 (H): 0.497

(6)
CaH6N6O21 | ωB97M-V with the def2-TZVPD basis set

Charge   -4
Energy above the lowest of the compared OMol25 structures with the same formula, charge and spin   4.5134 eV
DFT total energy   -70447.5823 eV
HOMO-LUMO gap   4.7 eV

```
34
CaH6N6O21 (ωB97M-V with the def2-TZVPD basis set)
Ca 0.6744 0.1303 -0.4315
N -0.1485 1.0927 4.2717
O 0.4224 1.9646 4.8279
O -1.0186 0.4669 4.8832
O 0.0324 0.9882 3.0660
N -3.4102 -2.4536 0.9209
O -3.6816 -1.8869 1.9472
O -4.1079 -3.3612 0.5270
O -2.4818 -2.0610 0.2327
N 1.7745 0.6140 -5.1944
O 2.5675 1.2827 -5.7943
O 1.6810 0.7287 -3.9466
O 1.0421 -0.2337 -5.7734
N 1.0075 -3.6752 3.3592
O 1.6467 -4.7762 3.5337
O 1.4009 -2.8882 2.4957
O -0.0135 -3.4874 4.0240
N -3.7447 2.2974 -0.1560
O -3.7894 3.3636 0.4588
O -2.6730 1.8647 -0.7216
O -4.7311 1.5640 -0.2272
N 2.3826 4.7603 0.4470
O 1.7355 3.8688 -0.1131
O 2.8589 5.7289 -0.1268
O 2.4677 4.6875 1.6023
O 3.9159 0.3851 0.3070
H 4.6010 0.5118 0.9635
H 4.3571 -0.0580 -0.4177
O -2.6349 -0.5183 -3.5795
H -2.8283 -1.3911 -3.2373
H -2.5858 0.0387 -2.8025
O 1.1744 -2.8208 -1.6593
H 1.2266 -3.6347 -1.1582
H 0.8803 -3.0927 -2.5287
```

Want to see where the charge sits? The natural (NBO) charges in e are: atom 1 (Ca): 1.947, atom 2 (N): 0.733, atom 3 (O): -0.553, atom 4 (O): -0.556, atom 5 (O): -0.614, atom 6 (N): 0.733, atom 7 (O): -0.499, atom 8 (O): -0.601, atom 9 (O): -0.625, atom 10 (N): 0.720, atom 11 (O): -0.516, atom 12 (O): -0.624, atom 13 (O): -0.573, atom 14 (N): 0.710, atom 15 (O): -0.650, atom 16 (O): -0.572, atom 17 (O): -0.484, atom 18 (N): 0.718, atom 19 (O): -0.525, atom 20 (O): -0.658, atom 21 (O): -0.525, atom 22 (N): 0.731, atom 23 (O): -0.618, atom 24 (O): -0.604, atom 25 (O): -0.502, atom 26 (O): -0.953, atom 27 (H): 0.489, atom 28 (H): 0.467, atom 29 (O): -0.963, atom 30 (H): 0.469, atom 31 (H): 0.494, atom 32 (O): -0.979, atom 33 (H): 0.495, atom 34 (H): 0.486

(7)
Cd2N8O24Pb2 | ωB97M-V with the def2-TZVPD basis set

DFT total energy   -80650.4238 eV
HOMO-LUMO gap   6.1 eV

```
36
Cd2N8O24Pb2 (ωB97M-V with the def2-TZVPD basis set)
Cd -0.0082 0.5344 -3.0327
Cd -1.7961 2.4553 1.8018
Pb -1.0482 -2.5098 0.5674
Pb 3.6424 -0.7241 0.9943
N 3.1381 -0.5590 -2.6514
O 4.2760 -0.4683 -3.1393
O 3.0009 -1.2774 -1.5979
O 2.1821 0.0758 -3.1220
N -3.6508 -0.1306 1.3202
O -2.9985 -1.1462 1.5608
O -3.0427 0.9577 1.2601
O -4.8677 -0.2011 1.4070
N 2.4676 -4.0499 0.6716
O 1.3781 -3.4160 0.7355
O 3.4936 -3.4030 0.9657
O 2.5565 -5.2967 0.5852
N 3.2395 2.6706 -0.2076
O 3.7221 3.3463 0.7325
O 3.1975 3.2572 -1.2830
O 2.7837 1.5292 -0.0459
N -2.3579 4.3264 -0.4941
O -2.3092 5.5306 -0.6113
O -3.1703 3.5809 -1.1038
O -1.5914 3.7676 0.3176
N -0.3721 -2.9128 4.0908
O -0.1559 -2.3200 5.1692
O -0.6233 -4.1181 4.0218
O -0.2632 -2.3038 2.9857
N -3.0695 0.4008 -3.3163
O -1.9752 0.6368 -2.6512
O -3.6738 1.4844 -3.5061
O -3.4225 -0.7273 -3.4385
N 0.3688 0.3264 0.2707
O -0.4169 1.1699 0.7320
O 0.4028 0.0744 -0.9174
O 0.9640 -0.5606 0.9288
```

Want to see where the charge sits? The natural (NBO) charges in e are: atom 1 (Cd): 1.740, atom 2 (Cd): 1.803, atom 3 (Pb): 1.698, atom 4 (Pb): 1.721, atom 5 (N): 0.738, atom 6 (O): -0.361, atom 7 (O): -0.605, atom 8 (O): -0.627, atom 9 (N): 0.748, atom 10 (O): -0.579, atom 11 (O): -0.703, atom 12 (O): -0.334, atom 13 (N): 0.733, atom 14 (O): -0.629, atom 15 (O): -0.578, atom 16 (O): -0.381, atom 17 (N): 0.712, atom 18 (O): -0.492, atom 19 (O): -0.443, atom 20 (O): -0.692, atom 21 (N): 0.715, atom 22 (O): -0.382, atom 23 (O): -0.449, atom 24 (O): -0.763, atom 25 (N): 0.717, atom 26 (O): -0.444, atom 27 (O): -0.457, atom 28 (O): -0.677, atom 29 (N): 0.708, atom 30 (O): -0.792, atom 31 (O): -0.373, atom 32 (O): -0.378, atom 33 (N): 0.774, atom 34 (O): -0.543, atom 35 (O): -0.557, atom 36 (O): -0.571

(8)
CdN4O12Pb3 | ωB97M-V with the def2-TZVPD basis set

Charge   +4
Energy above the lowest of the compared OMol25 structures with the same formula, charge and spin   15.2417 eV
DFT total energy   -50757.2497 eV
HOMO-LUMO gap   1.6 eV

```
20
CdN4O12Pb3 (ωB97M-V with the def2-TZVPD basis set)
Cd -1.3215 -4.0851 1.5418
Pb 2.1851 -1.2049 -5.6233
Pb 0.4518 2.9121 5.5935
Pb 8.1542 -0.0947 -1.0724
N -1.0733 -5.4563 -5.3421
O -2.2155 -5.9997 -5.7425
O -0.9802 -4.4925 -4.5904
O -0.0335 -5.8718 -5.5757
N -3.9463 -0.1531 4.5193
O -3.9104 1.0207 4.7516
O -3.0324 -0.7152 4.0283
O -4.9147 -0.7863 4.6390
N 0.4261 6.3346 0.5162
O 0.0675 5.7105 1.5761
O 1.5447 6.6654 0.3897
O -0.3727 6.5167 -0.3348
N 2.2861 -0.1280 0.2172
O 1.8623 0.3817 1.1824
O 3.2469 0.3056 -0.3547
O 1.5757 -0.8595 -0.3191
```

Want to see where the charge sits? The natural (NBO) charges in e are: atom 1 (Cd): 0.715, atom 2 (Pb): 1.240, atom 3 (Pb): 1.431, atom 4 (Pb): 1.428, atom 5 (N): 0.702, atom 6 (O): -0.281, atom 7 (O): -0.317, atom 8 (O): -0.226, atom 9 (N): 0.719, atom 10 (O): -0.301, atom 11 (O): -0.284, atom 12 (O): -0.177, atom 13 (N): 0.711, atom 14 (O): -0.329, atom 15 (O): -0.244, atom 16 (O): -0.215, atom 17 (N): 0.733, atom 18 (O): -0.429, atom 19 (O): -0.466, atom 20 (O): -0.410

(9)
Cl2F2H6Si4 | ωB97M-V with the def2-TZVPD basis set

Energy above the lowest of the compared OMol25 structures with the same formula, charge and spin   0.1795 eV
DFT total energy   -62091.8960 eV
SMILES   F[Si@H](Cl)[Si@](F)(Cl)[SiH2][SiH3]
HOMO-LUMO gap   9.5 eV

```
14
Cl2F2H6Si4 (ωB97M-V with the def2-TZVPD basis set)
F -0.7222 -0.6297 -2.8920
F 1.8829 -0.1131 -0.5637
Si 0.1287 2.4717 1.3846
Si -0.7951 0.3735 1.1462
Si -0.0329 -1.9256 -2.2179
Si 0.6282 -0.9921 -0.0604
Cl -1.4396 -3.2725 -2.1162
Cl 1.4580 -2.3338 1.1698
H 0.6976 2.6658 2.9069
H -0.9147 3.3493 0.7660
H 1.3136 2.3962 0.4830
H -0.7664 -0.4740 2.3594
H -2.2432 0.6431 0.9921
H 0.8052 -2.1587 -3.3578
```

Want to see where the charge sits? The natural (NBO) charges in e are: atom 1 (F): -0.662, atom 2 (F): -0.656, atom 3 (Si): 0.379, atom 4 (Si): 0.090, atom 5 (Si): 1.190, atom 6 (Si): 1.046, atom 7 (Cl): -0.360, atom 8 (Cl): -0.357, atom 9 (H): -0.083, atom 10 (H): -0.105, atom 11 (H): -0.115, atom 12 (H): -0.100, atom 13 (H): -0.080, atom 14 (H): -0.188

(10)
Cl2FHSi | ωB97M-V with the def2-TZVPD basis set

Energy above the lowest of the compared OMol25 structures with the same formula, charge and spin   0.1277 eV
DFT total energy   -35655.0829 eV
Multiplicity   3
HOMO-LUMO gap (alpha / beta)   7.9 / 7.5 eV

```
5
Cl2FHSi (ωB97M-V with the def2-TZVPD basis set)
F 0.5280 -1.1482 -1.0000
Si 1.4243 0.1419 -1.1894
Cl -2.2170 -0.2062 0.6079
Cl 1.1408 1.1023 0.6282
H -0.8761 0.1101 0.9533
```

Want to see where the charge sits? The natural (NBO) charges in e are: atom 1 (F): -0.654, atom 2 (Si): 1.071, atom 3 (Cl): -0.324, atom 4 (Cl): -0.384, atom 5 (H): 0.291

- The highest DFT total energy belongs to which entry?
  COPS2